{
  "formula": "C17H13BrN8O4V",
  "method": "ωB97M-V/def2-TZVPD",
  "symbols": ["Br", "V", "O", "O", "O", "O", "N", "N", "N", "N", "N", "N", "N", "N", "C", "C", "C", "C", "C", "C", "C", "C", "C", "C", "C", "C", "C", "C", "C", "C", "C", "H", "H", "H", "H", "H", "H", "H", "H", "H", "H", "H", "H", "H"],
  "xyz": [[1.645, 2.403, 0.601], [-0.396, -0.460, -1.002], [-0.329, -0.182, -4.846], [0.131, 0.373, 2.674], [-0.865, -0.433, -2.604], [0.967, -1.613, -1.182], [-1.765, 0.655, 0.135], [-3.016, -3.475, 0.074], [-3.576, 1.892, 1.816], [0.708, -0.626, 0.702], [0.728, 1.275, -1.799], [-1.713, -1.856, -0.433], [-3.500, -2.422, 0.772], [1.918, -1.074, 2.669], [0.838, -0.362, 2.053], [-2.690, -1.463, 0.453], [2.135, -0.785, 4.103], [1.386, 2.089, -3.990], [2.201, 3.057, -3.399], [1.518, 2.214, -1.256], [1.458, -1.550, 0.081], [-3.607, 0.574, 1.641], [0.693, 1.246, -3.163], [-2.708, -0.051, 0.798], [-2.680, 2.588, 1.138], [-1.756, 1.980, 0.288], [2.661, -1.945, 2.011], [-1.972, -3.150, -0.664], [2.262, 3.112, -2.025], [2.464, -2.259, 0.654], [-0.153, 0.199, -3.770], [-1.029, 2.563, -0.254], [-1.434, -3.819, -1.319], [-3.481, -4.375, 0.141], [2.964, -1.388, 4.459], [3.060, -2.997, 0.139], [2.358, 0.272, 4.226], [-4.357, 0.001, 2.172], [2.875, 3.845, -1.518], [3.446, -2.433, 2.578], [1.293, 1.985, -5.064], [-2.678, 3.665, 1.261], [2.771, 3.749, -4.006], [1.228, -1.019, 4.654]],
  "forces_ev_per_a": [[0.02, 0.06, -0.03], [0.03, -0.01, -0.31], [-0.05, -0.01, 0.00], [0.00, 0.04, 0.01], [0.18, 0.02, 0.24], [0.00, 0.01, 0.00], [0.03, -0.02, -0.04], [-0.12, 0.03, -0.11], [0.01, 0.00, -0.02], [-0.05, -0.11, -0.20], [-0.05, -0.02, -0.09], [-0.09, 0.02, 0.02], [0.09, -0.04, 0.11], [-0.04, 0.05, -0.06], [0.02, -0.10, 0.03], [-0.01, 0.05, -0.05], [0.01, 0.03, 0.10], [0.00, -0.01, 0.01], [0.01, 0.01, -0.01], [-0.01, -0.09, 0.07], [-0.04, 0.14, 0.30], [0.00, -0.01, 0.02], [0.02, 0.03, 0.02], [-0.03, -0.01, -0.01], [-0.01, -0.01, 0.01], [-0.03, 0.01, 0.03], [0.01, -0.01, -0.05], [0.11, -0.03, 0.12], [0.01, 0.02, 0.00], [0.03, -0.06, -0.05], [-0.04, 0.06, 0.06], [0.00, -0.01, -0.01], [0.00, -0.01, 0.00], [-0.01, 0.01, -0.02], [0.00, -0.01, -0.01], [0.01, 0.00, 0.01], [0.00, 0.00, -0.04], [-0.01, 0.01, 0.00], [0.00, 0.01, -0.01], [0.00, 0.00, 0.00], [0.00, 0.00, 0.00], [0.00, 0.00, 0.00], [0.00, 0.00, 0.00], [0.00, -0.02, -0.02]],
  "nbo_charge": [0.205, 1.436, -0.312, -0.517, -0.414, -0.417, -0.417, -0.275, -0.251, -0.597, -0.482, -0.499, -0.142, -0.327, 0.785, 0.311, -0.413, -0.131, -0.064, 0.159, 0.543, 0.087, 0.048, 0.122, 0.054, 0.068, 0.235, 0.282, -0.212, -0.342, 0.771, 0.234, 0.277, 0.479, 0.245, 0.302, 0.254, 0.263, 0.286, 0.271, 0.292, 0.258, 0.285, 0.258],
  "total_energy_ha": -4911.68937,
  "orbital_gap_ha": [0.2180, 0.2179],
  "homo_ha": [-0.7033, -0.7033],
  "lumo_ev": [-13.21, -13.21],
  "total_charge": 3,
  "e_above_lowest_kj_mol": 61.1
}